Version a
The following is a DFT calculation (wB97M-V/def2-TZVPD) of a cluster of 6 separate species, H13O6 in total.

Values from the calculation:
* charge: +1

Element x y z (Å)
1 O 0.435 0.834 -0.408
2 H -0.438 0.454 -0.723
3 H -0.021 1.522 0.170
4 H 1.051 0.230 -0.125
5 O 2.677 -0.307 0.402
6 H 3.242 -0.762 -0.268
7 H 3.257 -0.478 1.201
8 O -1.997 1.254 -1.438
9 H -2.687 0.826 -0.983
10 H -1.880 0.927 -2.281
11 O -1.047 -2.333 1.085
12 H -0.955 -3.221 1.322
13 H -0.357 -1.893 1.417
14 O 0.080 2.542 1.324
15 H -0.774 2.367 1.628
16 H 0.204 3.379 0.807
17 O -0.379 -1.522 -1.259
18 H -0.873 -1.827 -0.706
19 H 0.464 -1.992 -1.165

List of natural (NBO) charges in e, atom by atom: number 1, O, carries -0.821; number 2, H, carries 0.560; number 3, H, carries 0.534; number 4, H, carries 0.548; number 5, O, carries -0.983; number 6, H, carries 0.497; number 7, H, carries 0.510; number 8, O, carries -0.950; number 9, H, carries 0.492; number 10, H, carries 0.497; number 11, O, carries -0.939; number 12, H, carries 0.488; number 13, H, carries 0.461; number 14, O, carries -0.926; number 15, H, carries 0.499; number 16, H, carries 0.523; number 17, O, carries -0.922; number 18, H, carries 0.456; number 19, H, carries 0.475

---

Version b
The following is a DFT calculation (wB97M-V/def2-TZVPD) of a cluster of 6 separate species, H13O6 in total.

Values from the calculation:
* charge: +1

Element x y z (Å)
1 O -0.556 -0.007 -1.502
2 H 0.116 -0.653 -1.180
3 H -1.298 -0.018 -0.827
4 H -0.205 0.940 -1.534
5 O 0.919 2.106 -1.678
6 H 1.858 1.983 -1.886
7 H 0.827 2.981 -1.266
8 O 0.676 1.027 1.025
9 H 0.519 1.266 1.930
10 H 1.145 0.229 1.065
11 O -0.631 -1.700 1.544
12 H -0.402 -1.411 2.406
13 H -1.136 -2.540 1.637
14 O -2.561 0.088 0.376
15 H -2.366 0.944 0.765
16 H -2.181 -0.524 0.960
17 O 1.476 -1.671 -0.730
18 H 2.134 -1.186 -1.247
19 H 1.666 -1.857 0.142

List of natural (NBO) charges in e, atom by atom: number 1, O, carries -0.823; number 2, H, carries 0.548; number 3, H, carries 0.548; number 4, H, carries 0.559; number 5, O, carries -0.961; number 6, H, carries 0.506; number 7, H, carries 0.513; number 8, O, carries -0.945; number 9, H, carries 0.480; number 10, H, carries 0.466; number 11, O, carries -0.978; number 12, H, carries 0.485; number 13, H, carries 0.504; number 14, O, carries -0.929; number 15, H, carries 0.486; number 16, H, carries 0.494; number 17, O, carries -0.954; number 18, H, carries 0.502; number 19, H, carries 0.500

---

Here is how they stack up, most stable first: version b, version a.

---

Version a
The following is a DFT calculation (wB97M-V/def2-TZVPD) of a structure of composition C2H3O2S2.

Values from the calculation:
* charge: -1

Element x y z (Å)
1 C -0.370 0.897 -0.332
2 C 0.941 -1.272 0.322
3 O 0.832 1.278 -0.611
4 O 3.266 0.092 0.456
5 S -0.475 -1.123 -0.536
6 S 2.185 -0.335 -0.437
7 H -0.566 0.792 0.793
8 H -1.140 1.191 -0.997
9 H 0.686 -1.452 1.430

List of natural (NBO) charges in e, atom by atom: number 1, C, carries -0.079; number 2, C, carries -0.924; number 3, O, carries -0.764; number 4, O, carries -0.982; number 5, S, carries -0.013; number 6, S, carries 1.279; number 7, H, carries 0.121; number 8, H, carries 0.152; number 9, H, carries 0.210

---

Version b
The following is a DFT calculation (wB97M-V/def2-TZVPD) of a cluster of 2 separate species, C2H3O2S2 in total.

Values from the calculation:
* charge: -1

Element x y z (Å)
1 C -0.625 -0.060 -0.099
2 C 0.605 -0.510 0.551
3 O 3.253 0.710 -1.095
4 O 3.725 -0.469 1.053
5 S -0.065 -1.773 -0.511
6 S 3.138 -0.501 -0.262
7 H -1.777 -0.059 0.277
8 H -0.520 0.697 -0.954
9 H 0.522 -0.943 1.577

List of natural (NBO) charges in e, atom by atom: number 1, C, carries -0.514; number 2, C, carries -0.644; number 3, O, carries -0.954; number 4, O, carries -0.954; number 5, S, carries -0.085; number 6, S, carries 1.594; number 7, H, carries 0.182; number 8, H, carries 0.200; number 9, H, carries 0.175

---

Here is how they stack up, most stable first: version a, version b.